Entry 1:
Density functional theory data (wB97M-V/def2-TZVPD) for 3 unconnected molecules or ions with the total composition C28H63FIN5O4PS2 at a distorted geometry.

```
! RIJCOSX wB97M-V def2-TZVPD def2/J DEFGRID3
* xyz 1 1
C 1.017 -3.106 0.112
C 0.528 -2.043 -0.882
C 1.475 -0.829 -0.958
C 1.687 -0.288 -2.371
C 0.436 0.214 -3.103
C -0.131 1.539 -2.580
C -1.053 1.459 -1.361
C -2.196 0.444 -1.489
C -2.875 0.255 -0.129
C -3.987 -0.818 -0.140
N -4.708 -0.706 -1.458
P -5.200 -2.135 -2.369
O -4.258 -2.010 -3.652
O -4.515 -3.228 -1.455
S -7.044 -2.341 -2.780
C -5.555 0.337 -1.510
N -6.021 0.762 -2.659
N -5.959 0.998 -0.378
C -6.187 0.084 0.750
C -4.929 -0.746 1.103
C -4.261 -0.103 2.349
C -3.021 -0.789 2.940
C -2.955 -0.634 4.467
I -1.857 -2.236 5.334
S -5.575 -2.374 1.608
O -6.503 -2.841 0.642
O -5.916 -2.319 2.980
F -4.295 -3.269 1.462
H 1.719 -3.791 -0.362
H 1.509 -2.629 0.961
H 0.183 -3.689 0.503
H -0.461 -1.709 -0.553
H 0.446 -2.475 -1.882
H 2.451 -1.148 -0.582
H 1.140 -0.043 -0.278
H 2.417 0.526 -2.360
H 2.119 -1.091 -2.977
H 0.740 0.383 -4.140
H -0.320 -0.575 -3.141
H 0.728 2.155 -2.296
H -0.626 2.078 -3.392
H -0.489 1.261 -0.448
H -1.530 2.435 -1.218
H -1.808 -0.528 -1.801
H -2.898 0.840 -2.230
H -3.243 1.223 0.215
H -2.098 -0.104 0.542
H -3.460 -1.765 -0.114
H -3.594 -1.306 -3.600
H -4.855 -4.116 -1.654
H -5.569 0.531 -3.531
H -6.902 1.256 -2.677
H -5.339 1.766 -0.141
H -7.040 -0.545 0.507
H -6.472 0.689 1.608
H -5.040 -0.119 3.110
H -4.062 0.949 2.138
H -2.101 -0.358 2.547
H -2.997 -1.850 2.712
H -3.936 -0.587 4.930
H -2.377 0.248 4.725
C 4.850 -0.034 5.536
C 3.635 -0.501 6.323
N 3.366 -1.918 6.157
C 2.048 -2.317 6.614
C 1.716 -2.163 8.102
C 4.463 -2.808 6.505
C 5.058 -2.698 7.913
H 4.769 -0.336 4.490
H 4.922 1.054 5.575
H 5.781 -0.435 5.938
H 2.755 0.039 5.963
H 3.764 -0.211 7.378
H 1.886 -3.358 6.319
H 1.319 -1.733 6.042
H 2.241 -2.893 8.718
H 0.646 -2.321 8.256
H 1.955 -1.165 8.471
H 5.269 -2.647 5.784
H 4.125 -3.832 6.331
H 5.309 -1.668 8.169
H 5.981 -3.279 7.964
H 4.389 -3.085 8.680
C 3.967 5.658 -7.104
C 4.430 4.320 -6.549
N 3.734 3.944 -5.330
C 4.370 2.863 -4.599
C 4.456 1.485 -5.267
C 2.289 3.881 -5.429
C 1.676 2.969 -6.501
H 4.007 6.428 -6.333
H 4.616 5.962 -7.926
H 2.949 5.613 -7.494
H 5.493 4.392 -6.304
H 4.347 3.557 -7.339
H 3.858 2.762 -3.637
H 5.385 3.191 -4.358
H 3.484 0.993 -5.323
H 5.114 0.838 -4.684
H 4.868 1.547 -6.274
H 1.912 4.894 -5.595
H 1.903 3.592 -4.446
H 2.112 3.150 -7.484
H 0.605 3.168 -6.579
H 1.796 1.911 -6.267
*
```

Results
F_max = 1.9 eV Å⁻¹
LUMO level = -3.7 eV
Kohn-Sham gap = 5.63 eV
HOMO = -9.372 eV

Atom charges from the Löwdin analysis, given in e for atoms 1 to 8:
1 C -0.100
2 C -0.254
3 C -0.207
4 C -0.204
5 C -0.204
6 C -0.190
7 C -0.192
8 C -0.199

=====

Entry 2:
Density functional theory data (wB97M-V/def2-TZVPD) for 10 unconnected molecules or ions with the total composition C28H64Br4N8O8 at a distorted geometry.

```
! RIJCOSX wB97M-V def2-TZVPD def2/J DEFGRID3
* xyz 0 1
C -2.781 -5.082 -5.505
N -2.524 -5.708 -6.804
C -2.754 -4.682 -7.784
C -1.976 -6.960 -7.017
O -1.860 -7.479 -8.122
H -3.809 -4.719 -5.482
H -2.129 -4.306 -5.105
H -2.817 -5.838 -4.721
H -2.681 -5.187 -8.747
H -3.751 -4.273 -7.623
H -2.189 -3.750 -7.739
H -1.559 -7.354 -6.078
C 1.499 7.305 -1.035
N 1.781 6.266 -2.068
C 3.015 6.441 -2.826
C 0.822 5.361 -2.538
O -0.309 5.246 -2.003
H 2.342 7.095 -0.377
H 0.576 7.485 -0.484
H 1.700 8.292 -1.453
H 2.975 5.686 -3.612
H 3.273 7.318 -3.420
H 3.916 6.158 -2.281
H 1.105 4.804 -3.445
C -5.470 0.802 8.661
N -5.997 1.003 7.339
C -5.025 1.115 6.275
C -7.357 0.832 7.222
O -8.123 0.492 8.149
H -4.714 1.565 8.849
H -4.888 -0.120 8.665
H -6.119 0.886 9.532
H -4.074 1.543 6.594
H -4.620 0.147 5.981
H -5.403 1.721 5.452
H -7.735 1.034 6.208
C 5.845 1.846 3.987
N 4.736 1.329 3.174
C 4.030 2.479 2.546
C 4.834 0.076 2.713
O 5.539 -0.855 3.101
H 6.275 2.826 3.776
H 6.696 1.166 4.024
H 5.446 1.879 5.000
H 3.351 2.964 3.246
H 4.681 3.305 2.260
H 3.602 2.304 1.559
H 4.051 -0.205 1.992
C 5.752 -6.076 -3.048
N 4.340 -5.968 -2.747
C 4.068 -5.361 -1.437
C 3.365 -6.439 -3.568
O 2.181 -6.298 -3.386
H 6.165 -6.889 -2.451
H 6.447 -5.287 -2.759
H 5.748 -6.365 -4.099
H 4.469 -5.888 -0.571
H 4.447 -4.340 -1.446
H 3.062 -5.154 -1.073
H 3.754 -6.971 -4.450
C -0.221 0.306 -0.162
N -0.682 -1.089 0.015
C -0.366 -2.019 -1.115
C -1.380 -1.553 1.073
O -2.020 -0.980 1.948
H -0.641 0.808 -1.033
H 0.824 0.534 0.052
H -0.784 0.768 0.649
H -0.745 -1.731 -2.096
H 0.698 -1.888 -1.310
H -0.631 -3.062 -0.942
H -1.390 -2.649 0.966
C 2.077 -1.703 -6.038
N 2.797 -0.822 -5.231
C 3.879 -1.343 -4.490
C 2.424 0.443 -5.308
O 2.866 1.300 -4.540
H 2.660 -2.212 -6.805
H 1.276 -1.265 -6.633
H 1.808 -2.472 -5.315
H 4.095 -2.363 -4.809
H 4.829 -0.825 -4.361
H 3.646 -1.277 -3.428
H 1.635 0.583 -6.063
C 0.046 -1.548 6.091
N -0.372 -1.503 7.474
C -0.349 -0.159 8.138
C -0.631 -2.666 8.120
O -0.903 -2.742 9.339
H 1.065 -1.214 5.894
H -0.599 -0.763 5.695
H -0.203 -2.463 5.553
H -0.408 -0.438 9.190
H 0.570 0.404 7.977
H -1.258 0.416 7.963
H -0.545 -3.466 7.368
Br -1.474 7.081 3.569
C -2.757 5.922 2.813
C -2.088 4.703 2.241
Br -1.302 3.526 3.709
H -3.206 6.518 2.017
H -3.555 5.785 3.543
H -1.286 4.873 1.522
H -2.905 4.158 1.766
Br -6.545 5.069 -4.302
C -5.071 3.886 -4.773
C -4.864 2.793 -3.766
Br -3.350 1.604 -4.279
H -4.142 4.456 -4.740
H -5.287 3.598 -5.802
H -5.732 2.175 -3.538
H -4.723 3.290 -2.807
*
```

Results
F_max = 3.3 eV Å⁻¹
ΔE to the lowest compared entry with this formula, charge and spin = 457.89 kJ/mol
SMILES = CN(C)C=O.CN(C)C=O.CN(C)C=O.CN(C)C=O.CN(C)C=O.CN(C)C=O.CN(C)C=O.CN(C)C=O.BrCCBr.BrCCBr
LUMO level = -0.2 eV
Kohn-Sham gap = 8.94 eV
HOMO = -9.102 eV

Atom charges from the Löwdin analysis, given in e for atoms 1 to 8:
1 C -0.085
2 N -0.186
3 C -0.078
4 C -0.301
5 O 0.008
6 H 0.084
7 H 0.085
8 H 0.081

=====

Entry 3:
Density functional theory data (wB97M-V/def2-TZVPD) for 5 unconnected molecules or ions with the total composition C28H64F6N5O6S2 at a distorted geometry.

```
! RIJCOSX wB97M-V def2-TZVPD def2/J DEFGRID3
* xyz 3 1
C 0.344 -22.391 -8.541
N 1.497 -22.024 -7.566
C 2.402 -21.154 -8.474
C 0.838 -21.227 -6.442
C 2.110 -23.252 -6.911
C 3.052 -24.202 -7.700
O 2.491 -24.424 -8.916
H 0.739 -22.852 -9.446
H -0.261 -21.556 -8.894
H -0.244 -23.137 -8.005
H 2.949 -21.740 -9.213
H 3.316 -20.832 -7.975
H 1.824 -20.322 -8.876
H 0.353 -20.305 -6.762
H 1.547 -20.913 -5.675
H 0.012 -21.728 -5.937
H 1.175 -23.721 -6.606
H 2.680 -22.960 -6.030
H 3.199 -25.162 -7.206
H 4.025 -23.721 -7.800
H 2.429 -25.381 -8.972
C -9.048 -16.204 -10.817
N -10.564 -16.253 -11.029
C -11.387 -15.598 -9.844
C -10.928 -15.411 -12.279
C -11.091 -17.783 -11.164
C -10.634 -18.659 -12.403
O -9.205 -18.460 -12.662
H -8.801 -15.146 -10.732
H -8.519 -16.424 -11.744
H -8.867 -16.921 -10.016
H -11.188 -16.232 -8.980
H -12.361 -15.646 -10.330
H -10.982 -14.595 -9.708
H -10.832 -14.371 -11.967
H -11.928 -15.686 -12.613
H -10.340 -15.746 -13.133
H -12.180 -17.827 -11.154
H -10.799 -18.219 -10.208
H -11.265 -18.505 -13.279
H -10.926 -19.666 -12.106
H -8.857 -19.052 -13.333
C -8.075 -3.364 -10.372
C -7.447 -2.668 -9.095
C -6.215 -3.372 -8.478
N -5.394 -2.583 -7.521
C -4.836 -1.265 -8.262
C -4.211 -3.456 -7.069
C -4.073 -3.067 -5.640
C -5.469 -2.937 -5.132
C -6.163 -2.189 -6.251
H -7.373 -3.507 -11.194
H -8.981 -2.916 -10.781
H -8.206 -4.416 -10.117
H -8.217 -2.472 -8.349
H -7.306 -1.632 -9.401
H -5.558 -3.662 -9.298
H -6.579 -4.310 -8.060
H -4.404 -1.643 -9.189
H -4.218 -0.699 -7.564
H -5.600 -0.517 -8.471
H -3.300 -3.136 -7.574
H -4.527 -4.485 -7.240
H -3.529 -2.133 -5.502
H -3.427 -3.760 -5.101
H -5.442 -2.540 -4.118
H -5.927 -3.926 -5.140
H -6.354 -1.120 -6.152
H -7.162 -2.605 -6.379
C -2.831 -13.230 3.172
C -3.020 -14.711 3.730
C -2.599 -15.637 2.525
N -2.813 -17.148 2.856
C -1.576 -17.741 3.617
C -3.016 -18.067 1.611
C -4.491 -18.117 1.232
C -5.144 -17.669 2.543
C -4.104 -17.537 3.648
H -2.716 -12.575 4.035
H -3.577 -12.823 2.490
H -1.874 -13.183 2.652
H -4.066 -14.695 4.037
H -2.295 -14.761 4.542
H -1.555 -15.590 2.213
H -3.233 -15.394 1.673
H -1.431 -17.189 4.545
H -0.698 -17.600 2.986
H -1.781 -18.805 3.735
H -2.555 -19.043 1.763
H -2.418 -17.625 0.813
H -4.599 -19.192 1.089
H -4.888 -17.679 0.316
H -5.790 -18.497 2.834
H -5.698 -16.735 2.449
H -3.829 -18.480 4.121
H -4.368 -16.864 4.464
C -8.140 -12.186 -3.483
F -8.823 -12.564 -4.559
F -8.813 -11.391 -2.640
F -7.874 -13.349 -2.798
S -6.453 -11.371 -4.099
O -6.753 -10.076 -4.637
O -5.688 -11.269 -2.884
N -5.939 -12.524 -5.216
S -4.442 -12.419 -5.011
O -3.846 -11.085 -5.227
O -3.864 -13.207 -3.909
C -3.871 -13.326 -6.651
F -4.483 -14.510 -6.781
F -4.126 -12.497 -7.700
F -2.497 -13.503 -6.557
*
```

Results
F_max = 7.1 eV Å⁻¹
ΔE to the lowest compared entry with this formula, charge and spin = 436.77 kJ/mol
LUMO level = -4.4 eV
Kohn-Sham gap = 7.47 eV
HOMO = -11.873 eV

Atom charges from the Löwdin analysis, given in e for atoms 1 to 8:
1 C 0.011
2 N -0.294
3 C 0.030
4 C -0.006
5 C -0.080
6 C -0.242
7 O -0.038
8 H 0.099

=====

Entry 4:
Density functional theory data (wB97M-V/def2-TZVPD) for 7 unconnected molecules or ions with the total composition C28H65F3O11S2 at a distorted geometry.

```
! RIJCOSX wB97M-V def2-TZVPD def2/J DEFGRID3
* xyz 0 1
C 6.850 1.417 0.148
O 5.741 0.498 0.005
C 4.489 1.202 -0.168
C 3.281 0.286 -0.686
C 3.243 -1.199 -0.073
C 2.887 -2.218 -1.274
C 2.212 -3.544 -0.663
C 0.606 -3.570 -0.883
C -0.079 -3.427 0.565
C -1.274 -2.362 0.643
C -0.889 -0.910 -0.010
C -1.351 0.192 1.060
C -1.391 1.719 0.457
C -0.878 1.796 -1.056
C -0.755 3.282 -1.666
S -0.193 3.027 -3.455
O 0.282 4.097 -1.075
C -0.144 4.781 0.103
O 0.517 4.578 1.159
S -2.418 4.157 -1.830
O -3.205 3.384 -2.857
O -3.201 4.230 -0.551
C -2.226 5.903 -2.498
F -3.231 6.152 -3.479
F -2.483 6.822 -1.447
F -0.930 6.165 -2.989
H 7.153 1.573 1.249
H 6.673 2.441 -0.337
H 7.768 0.929 -0.357
H 4.661 2.006 -0.984
H 4.184 1.758 0.788
H 2.299 0.828 -0.415
H 3.281 0.192 -1.828
H 2.470 -1.331 0.767
H 4.255 -1.542 0.372
H 2.224 -1.699 -2.044
H 3.890 -2.523 -1.763
H 2.635 -4.467 -1.190
H 2.527 -3.599 0.444
H 0.280 -4.588 -1.322
H 0.247 -2.781 -1.629
H 0.651 -3.182 1.414
H -0.529 -4.460 0.826
H -2.245 -2.692 0.128
H -1.525 -2.202 1.747
H -1.445 -0.875 -1.007
H 0.253 -0.856 -0.108
H -2.423 -0.092 1.380
H -0.722 0.177 2.023
H -2.477 2.063 0.610
H -0.671 2.313 1.140
H 0.180 1.337 -1.144
H -1.590 1.196 -1.721
H -0.469 1.683 -3.727
H -0.987 5.546 0.181
C 1.844 0.008 5.359
C 0.563 -0.649 4.885
O 0.755 -1.228 3.599
H 2.162 0.782 4.655
H 1.709 0.462 6.344
H 2.656 -0.723 5.418
H -0.239 0.089 4.807
H 0.245 -1.432 5.580
H 1.459 -1.886 3.677
C 1.911 -2.190 -5.681
C 2.969 -2.920 -4.876
O 2.369 -3.603 -3.783
H 1.378 -1.472 -5.051
H 2.360 -1.655 -6.522
H 1.166 -2.891 -6.067
H 3.699 -2.214 -4.474
H 3.499 -3.649 -5.498
H 1.731 -4.232 -4.146
C -0.404 5.640 4.185
C -1.498 4.599 4.300
O -2.209 4.771 5.519
H 0.290 5.563 5.026
H 0.154 5.518 3.255
H -0.826 6.649 4.212
H -1.071 3.593 4.294
H -2.205 4.678 3.467
H -2.589 5.660 5.510
C -0.199 -8.616 -1.111
C 1.227 -8.134 -1.295
O 1.473 -7.002 -0.471
H -0.907 -7.823 -1.361
H -0.402 -9.484 -1.743
H -0.383 -8.891 -0.068
H 1.400 -7.841 -2.333
H 1.942 -8.921 -1.034
H 1.326 -7.273 0.445
C -4.831 -4.495 -2.719
C -3.906 -5.293 -1.823
O -4.100 -4.926 -0.463
H -4.649 -3.423 -2.601
H -4.687 -4.764 -3.768
H -5.877 -4.672 -2.451
H -2.862 -5.097 -2.079
H -4.091 -6.367 -1.927
H -5.022 -5.110 -0.240
C -4.097 7.886 1.305
C -3.159 7.085 2.185
O -3.338 7.448 3.548
H -3.914 8.957 1.425
H -3.967 7.621 0.254
H -5.139 7.707 1.587
H -2.119 7.283 1.915
H -3.344 6.011 2.080
H -4.258 7.261 3.781
*
```

Results
F_max = 7.1 eV Å⁻¹
SMILES = COCCCCCCCCCCCC[C@](S)(OC=O)S(=O)(=O)C(F)(F)F.CCO.CCO.CCO.CCO.CCO.CCO
LUMO level = 0.0 eV
Kohn-Sham gap = 9.59 eV
HOMO = -9.583 eV

Atom charges from the Löwdin analysis, given in e for atoms 1 to 8:
1 C -0.130
2 O -0.236
3 C -0.231
4 C -0.160
5 C -0.195
6 C -0.223
7 C -0.201
8 C -0.188